Entry 1:
The following is a quantum chemistry calculation of a molecular structure, C35H43N2O8P2PtS, from OMol25.

```
92
Properties=species:S:1:pos:R:3:forces:R:3
Pt -0.9736 1.1384 -0.4657 -0.1 -0.1 0.0
O -3.3106 -0.6826 -3.0286 -0.2 0.0 0.0
C -3.1555 -0.2268 -1.9118 0.2 0.0 0.2
O -2.5784 0.9439 -1.7314 -0.1 -0.1 -0.1
C -3.6637 -0.9618 -0.7027 0.0 0.0 0.0
C -4.4937 -2.0513 -0.9593 0.0 0.0 0.0
C -5.0854 -2.7722 0.0625 0.0 0.0 0.0
C -4.8372 -2.4154 1.3786 0.0 0.0 0.0
C -3.9814 -1.3641 1.6584 0.0 0.0 0.0
C -3.3957 -0.6267 0.6298 0.1 0.0 0.0
S -2.3838 0.6859 1.2561 0.0 0.0 0.0
H -4.6716 -2.3077 -1.9942 0.0 0.0 0.0
H -5.7337 -3.6065 -0.1672 0.0 0.0 0.0
H -5.2883 -2.9667 2.1930 0.0 0.0 0.0
H -3.7546 -1.1149 2.6883 0.0 0.0 0.0
N -1.5920 3.0907 -0.2629 0.0 0.0 -0.1
C -1.2822 3.6873 1.0313 0.0 0.0 0.0
C -2.0433 4.7244 1.5331 0.0 0.0 0.0
C -1.7095 5.2587 2.7704 0.0 0.0 0.0
C -0.6289 4.7582 3.4833 0.0 0.0 0.0
C 0.1283 3.7177 2.9653 0.0 0.0 0.0
C -0.1995 3.1716 1.7290 0.0 0.0 0.0
P 0.7413 1.8490 0.9060 0.0 0.0 0.0
C 1.4926 0.9390 2.2553 0.0 0.0 0.0
C 2.8738 0.7770 2.3014 0.0 0.0 0.0
C 3.4480 0.1316 3.3836 0.0 0.0 0.0
C 2.6479 -0.3570 4.4077 0.0 0.0 0.0
C 1.2697 -0.2019 4.3546 0.0 0.0 0.0
C 0.6863 0.4465 3.2785 0.0 0.0 0.0
C 1.9712 2.7455 -0.0822 0.0 0.0 0.0
C 2.1119 4.1233 0.1065 0.0 0.0 0.0
C 3.0147 4.8454 -0.6587 0.0 0.0 0.0
C 3.7818 4.2038 -1.6178 0.0 0.0 0.0
C 3.6478 2.8355 -1.8076 0.0 0.0 0.0
C 2.7483 2.1038 -1.0502 0.0 0.0 0.0
H -1.1731 3.6193 -1.0448 0.0 0.0 0.0
H -2.6001 3.0633 -0.4207 0.0 0.0 0.0
H -2.8903 5.1058 0.9763 0.0 0.0 0.0
H -2.3030 6.0643 3.1806 0.0 0.0 0.0
H -0.3789 5.1751 4.4493 0.0 0.0 0.0
H 0.9678 3.3224 3.5226 0.0 0.0 0.0
H 3.4928 1.1388 1.4920 0.0 0.0 0.0
H 4.5214 0.0051 3.4244 0.0 0.0 0.0
H 3.1011 -0.8615 5.2511 0.0 0.0 0.0
H 0.6472 -0.5859 5.1520 0.0 0.0 0.0
H -0.3894 0.5590 3.2334 0.0 0.0 0.0
H 1.5266 4.6458 0.8498 0.0 0.0 0.0
H 3.1151 5.9108 -0.5012 0.0 0.0 0.0
H 4.4847 4.7689 -2.2156 0.0 0.0 0.0
H 4.2493 2.3300 -2.5517 0.0 0.0 0.0
H 2.6461 1.0389 -1.1920 0.0 0.0 0.0
N -1.0397 0.3248 -4.3820 0.3 0.1 -0.1
C -1.2656 1.7629 -4.4480 -0.1 0.0 0.0
C -0.6243 2.3967 -3.2274 -0.1 0.1 0.0
O -0.7046 3.5495 -2.8962 0.0 -0.1 0.1
O 0.0241 1.4733 -2.4759 0.2 0.1 0.1
H -0.6343 -0.0558 -5.2245 0.0 0.0 0.0
H -1.8942 -0.1732 -4.1291 0.0 0.0 0.0
H -0.1315 0.6234 -3.0567 -0.2 -0.1 0.1
H -2.3255 2.0125 -4.3783 0.0 0.0 -0.1
H -0.8698 2.2289 -5.3492 0.1 0.0 0.0
C 1.3910 -4.2312 -2.8412 0.0 0.0 0.0
C 1.8005 -2.8886 -2.2638 0.1 0.0 0.0
C 3.2582 -2.8844 -1.8357 0.0 0.0 0.0
C 1.4895 -1.7627 -3.2348 0.0 0.0 0.0
O 0.9721 -2.7520 -1.0612 0.0 0.0 0.0
P 0.7275 -1.4533 -0.2111 0.1 0.0 0.0
O -0.5585 -0.7852 -0.8135 0.0 0.0 0.0
O 1.8562 -0.4952 -0.1572 0.0 0.0 0.0
O 0.3842 -1.9947 1.2174 0.0 0.0 0.0
C -0.2285 -3.2625 1.6441 0.0 0.0 0.0
C 0.8959 -4.2656 1.8389 0.0 0.0 0.0
C -1.2551 -3.7561 0.6373 0.0 -0.1 0.0
C -0.8862 -2.9120 2.9669 0.0 0.0 0.0
H 1.9911 -4.4558 -3.7234 0.0 0.0 0.0
H 0.3386 -4.2211 -3.1263 0.0 0.0 0.0
H 1.5476 -5.0219 -2.1074 0.0 0.0 0.0
H 3.8992 -3.0190 -2.7080 0.0 0.0 0.0
H 3.4494 -3.7012 -1.1389 0.0 0.0 0.0
H 3.5112 -1.9427 -1.3502 0.0 0.0 0.0
H 2.0348 -1.9249 -4.1655 0.0 0.0 0.0
H 1.7948 -0.7987 -2.8225 0.0 0.0 0.0
H 0.4216 -1.7432 -3.4540 0.0 0.0 0.0
H 1.3955 -4.4694 0.8931 0.0 0.0 0.0
H 0.4910 -5.2019 2.2256 0.0 0.0 0.0
H 1.6269 -3.8815 2.5510 0.0 0.0 0.0
H -0.7819 -4.1097 -0.2770 0.0 0.0 0.0
H -1.9638 -2.9689 0.3866 -0.1 0.1 0.0
H -1.8091 -4.5846 1.0805 0.0 0.0 0.0
H -0.1417 -2.5356 3.6685 0.0 0.0 0.0
H -1.3581 -3.7964 3.3959 0.0 0.0 0.0
H -1.6472 -2.1448 2.8155 0.0 0.0 0.0
```
Forces are in eV/Å.

Properties
spin multiplicity = 1
relative energy (zero: lowest compared OMol25 entry of this formula, charge and spin) = 6.38 kcal/mol
total charge = +1
HOMO = -10.9 eV

=====

Entry 2:
The following is a quantum chemistry calculation of a molecular structure, C13H26MgN6O6, from OMol25.

```
52
Properties=species:S:1:pos:R:3:forces:R:3
O -0.4379 0.1694 -3.1423 -1.3 0.1 0.2
H 0.3329 0.8066 -3.3502 0.7 0.5 0.2
Mg -0.2326 0.0306 -1.1067 0.3 1.8 1.4
N -0.3968 1.9343 0.3771 2.6 2.1 -0.8
N 1.0492 1.6918 -1.6741 1.0 2.2 1.8
N -1.7479 -0.7393 0.5718 -1.4 -2.5 1.1
N -0.9331 -1.8783 -1.5295 -1.0 -2.5 0.3
O -1.2671 2.2216 1.3087 -1.1 -0.9 1.5
O -2.1800 -0.1487 1.7298 0.6 -0.4 -0.8
O -0.5646 -2.4742 -2.7493 0.1 0.8 0.5
O 1.5866 1.6519 -2.8586 0.0 -0.8 -1.5
C 1.4801 2.6431 -0.8316 -0.1 -2.2 -2.1
C 0.7109 2.7299 0.3695 -2.5 -2.3 0.4
C -1.9788 -2.0547 0.5402 0.6 2.9 0.4
C -1.5578 -2.6856 -0.6963 1.6 1.4 -2.1
C 1.1004 3.5816 1.5217 -0.2 0.5 0.0
H 1.5381 2.9786 2.3309 -0.1 0.0 -0.1
H 0.2242 4.0936 1.9242 0.1 0.0 0.1
H 1.8484 4.3152 1.2094 -0.1 -0.1 0.2
C 2.6578 3.4982 -1.1782 -0.1 0.4 -0.1
H 2.7096 3.6620 -2.2601 0.0 -0.2 0.2
H 3.5968 3.0311 -0.8556 -0.1 0.0 -0.1
H 2.6087 4.4780 -0.6956 0.0 -0.1 0.0
C -2.5463 -2.8740 1.6462 -0.2 0.2 0.1
C -1.7387 -4.1265 -0.9944 0.0 -0.3 -0.1
H -2.9698 -2.2200 2.4069 0.0 -0.1 -0.1
H -1.7696 -3.4938 2.1092 0.0 0.1 -0.1
H -3.3152 -3.5495 1.2603 0.0 0.1 0.1
H -1.2407 -4.3413 -1.9415 -0.2 -0.2 0.2
H -2.7956 -4.4090 -1.0548 0.1 0.1 0.0
H -1.2897 -4.7230 -0.1954 0.0 0.0 0.0
H -1.8407 0.8245 1.6459 0.0 0.7 -0.2
H -0.2910 -1.6716 -3.2575 -0.3 -0.4 0.2
C -1.7052 0.8836 -3.0095 0.0 0.2 -1.1
H -1.5877 1.9237 -2.6707 0.3 -0.3 -0.1
H -2.4194 0.3874 -2.3271 0.6 -0.2 -0.1
H -2.1694 0.8864 -4.0002 -0.1 0.1 0.2
O -4.2641 2.6117 0.1754 0.9 -0.8 -0.1
H -4.3136 1.6534 0.0006 -0.2 0.6 0.1
H -3.3198 2.6855 0.4392 -0.4 0.2 0.1
C 2.9407 -1.0992 3.3517 0.0 0.0 0.2
N 2.4537 -1.1105 1.9862 -0.2 -0.1 -1.0
C 3.0152 -1.8125 0.9198 -1.0 0.7 -0.4
C 2.2491 -1.5172 -0.1878 0.3 0.2 1.5
N 1.2558 -0.6461 0.2017 -0.2 -0.3 0.2
C 1.3791 -0.4248 1.5002 0.9 -0.6 -0.3
H 2.8264 -2.0906 3.8107 0.0 0.3 -0.1
H 4.0008 -0.8194 3.3696 -0.3 0.0 0.0
H 2.3585 -0.3657 3.9216 0.2 -0.2 -0.1
H 3.8703 -2.4386 1.0162 0.4 -0.2 0.2
H 2.3325 -1.8543 -1.2080 0.1 0.0 0.1
H 0.7473 0.1949 2.1303 0.1 -0.1 -0.3
```
Forces are in eV/Å.

Properties
spin multiplicity = 1
relative energy (zero: lowest compared OMol25 entry of this formula, charge and spin) = 5.59 kcal/mol
total charge = 0
HOMO (alpha / beta) = -6.0 / -6.0 eV

=====

Entry 3:
The following is a quantum chemistry calculation of 5 unconnected molecules or ions with the total composition C30H25N5O10, from OMol25.

```
70
Properties=species:S:1:pos:R:3:forces:R:3
O 11.1463 7.1611 10.6168 0.0 -1.0 -0.2
N 10.4198 8.1180 10.6051 0.1 2.1 0.2
O 10.3576 8.9450 11.5071 -0.2 -0.5 -0.3
C 9.6787 8.4605 9.3436 0.8 -1.5 1.0
C 9.5342 9.7571 8.9931 -0.9 1.7 -0.1
C 8.8658 10.0674 7.7976 0.5 0.2 1.0
C 8.5432 9.0301 6.9709 -1.0 -0.9 -1.1
C 8.7425 7.6772 7.3296 -0.1 0.3 -0.6
C 9.2856 7.3930 8.5688 0.1 -0.6 -0.8
H 9.8185 10.5589 9.6655 0.1 -0.2 0.0
H 8.5791 11.1042 7.6046 0.3 -0.4 -0.2
H 8.0193 9.2493 6.0313 0.3 -0.1 0.3
H 8.4802 6.8847 6.5992 0.1 0.6 0.8
H 9.4697 6.3758 8.9031 0.0 0.2 0.0
O 8.0319 14.6854 6.7833 -0.9 0.7 2.6
N 8.5993 14.2128 5.8574 1.3 -1.2 0.6
O 8.3438 14.4695 4.7353 -0.5 0.4 -3.2
C 9.7073 13.2557 6.0930 -0.2 -1.0 -1.6
C 10.3911 13.2606 7.2820 -0.3 0.9 -0.7
C 11.4620 12.4235 7.3552 0.6 -0.9 2.0
C 11.7713 11.5436 6.3666 1.0 -1.1 -0.6
C 11.0667 11.4821 5.1799 -0.3 -0.4 -0.5
C 9.9785 12.3420 5.0232 -0.2 0.7 1.3
H 10.1745 13.9429 8.0763 -0.4 0.3 0.2
H 11.9589 12.3141 8.3218 0.1 0.3 -0.4
H 12.5607 10.7963 6.5041 -0.1 0.5 0.1
H 11.4224 10.6852 4.4871 -0.9 0.9 0.2
H 9.2438 12.3347 4.2231 0.6 0.0 -0.2
O 21.9935 10.6738 8.5970 -0.7 -0.1 1.5
N 22.4632 10.2713 7.5794 0.7 0.3 -2.6
O 23.3058 10.8972 6.9374 -0.3 -0.8 0.2
C 21.9124 9.0162 6.9563 -0.7 -0.4 0.4
C 22.2396 8.6122 5.6569 0.3 1.2 0.5
C 21.6147 7.5019 5.1171 1.2 0.4 0.6
C 20.7037 6.7934 5.8686 -0.2 -1.6 -2.2
C 20.4023 7.1785 7.1176 -1.5 0.5 1.9
C 20.9608 8.3014 7.6939 1.0 0.7 -0.6
H 22.9367 9.2277 5.0796 -0.1 -0.4 0.3
H 22.0368 7.1349 4.2136 -0.3 -0.2 -0.9
H 20.1922 5.9135 5.4250 0.5 0.6 0.4
H 19.5862 6.6956 7.6467 0.3 -0.1 0.1
H 20.6480 8.6532 8.6524 -0.1 0.1 0.4
O 17.7147 7.8646 8.6910 0.8 -1.5 -0.1
N 17.3396 8.9673 8.9454 -1.5 1.2 0.2
O 18.0223 9.9599 8.9934 0.8 0.4 0.2
C 15.8869 9.1670 9.1304 -0.5 0.7 -0.1
C 15.0459 8.0791 8.9423 1.5 -0.4 0.5
C 13.7041 8.3054 8.9545 -1.7 0.4 -0.1
C 13.1413 9.5936 9.1464 1.6 -0.4 0.0
C 14.0116 10.6636 9.3726 0.1 -0.9 -0.2
C 15.3986 10.4562 9.3550 -0.1 -0.1 0.0
H 15.5094 7.0703 8.8842 -0.6 0.9 -0.2
H 13.0769 7.4443 8.7948 -0.4 0.0 0.1
H 12.0820 9.7891 9.1347 -0.1 -0.3 -0.1
H 13.5876 11.6386 9.5289 0.2 0.3 0.1
H 16.0884 11.2829 9.5044 -0.1 -0.2 -0.1
O 16.7268 17.0115 7.1388 0.2 0.0 0.5
N 16.6337 15.9590 6.5469 0.3 0.1 -0.7
O 15.8884 15.7876 5.6080 -0.3 -0.4 -0.2
C 17.5184 14.8339 6.9337 -0.4 0.6 0.8
C 18.4813 15.0954 7.8987 0.4 -0.4 -0.4
C 19.3075 14.0570 8.2802 -0.7 -1.2 0.1
C 19.0062 12.7182 7.8801 0.9 1.4 1.1
C 17.9408 12.4932 7.0740 -0.9 -0.1 -2.1
C 17.2418 13.5770 6.4931 -0.5 -1.3 0.0
H 18.5194 16.0948 8.2765 0.4 0.3 0.2
H 20.0923 14.1689 9.0067 0.2 0.3 0.1
H 19.6002 11.9129 8.2903 0.0 -0.1 -0.1
H 17.6699 11.4950 6.7120 0.2 0.3 0.4
H 16.4256 13.3918 5.7859 0.4 0.2 0.3
```
Forces are in eV/Å.

Properties
spin multiplicity = 1
SMILES = O=[N+]([O-])c1ccccc1.O=[N+]([O-])c1ccccc1.O=[N+]([O-])c1ccccc1.O=[N+]([O-])c1ccccc1.O=[N+]([O-])c1ccccc1
relative energy (zero: lowest compared OMol25 entry of this formula, charge and spin) = 31.78 kcal/mol
total charge = 0
HOMO = -9.9 eV

=====

Entry 4:
The following is a quantum chemistry calculation of a single C4H7NO2 molecule, from OMol25.

```
14
Properties=species:S:1:pos:R:3:forces:R:3
C 0.0188 -0.4597 0.8317 0.0 0.0 -0.1
C 0.9018 0.4820 1.5654 0.0 0.0 0.1
C -1.2361 -0.0366 0.2950 -0.4 0.2 0.1
N 0.5959 -0.1956 -1.2785 -0.2 0.0 0.1
C -0.9189 -0.2202 -1.3766 0.4 0.0 -0.3
O -2.2716 0.3790 0.7284 0.4 -0.2 -0.2
O -1.4839 0.5681 -2.1640 0.1 -0.1 0.3
H 0.2872 -1.5060 0.7988 0.0 0.0 0.0
H 1.0341 -0.6302 -2.0903 -0.1 0.1 0.0
H 0.9121 0.7712 -1.2535 -0.1 0.0 0.0
H -1.1742 -1.3128 -1.4133 0.0 0.1 0.1
H 0.6677 0.3843 2.6347 0.0 0.0 -0.1
H 1.9592 0.2563 1.4269 -0.1 0.0 0.0
H 0.7077 1.5203 1.2953 0.0 0.0 0.0
```
Forces are in eV/Å.

Properties
spin multiplicity = 1
relative energy (zero: lowest compared OMol25 entry of this formula, charge and spin) = 110.87 kcal/mol
total charge = 0
HOMO (alpha / beta) = -8.5 / -7.9 eV

=====

Entry 5:
The following is a quantum chemistry calculation of 6 unconnected molecules or ions with the total composition C20H39NO8S3, from OMol25.

```
71
Properties=species:S:1:pos:R:3:forces:R:3
C 15.2000 3.6211 6.7086 1.5 0.1 -0.8
C 15.4970 4.8851 5.9152 0.8 -1.7 -0.1
O 14.5838 5.6077 5.6247 -0.2 0.8 -0.4
C 16.9447 5.0276 5.5424 0.9 1.0 -0.6
H 15.4007 3.9626 7.7241 -1.8 -0.2 0.6
H 15.9513 2.8317 6.6877 0.4 0.1 -0.8
H 14.3167 3.2122 6.2182 -0.5 0.1 1.5
H 17.3509 4.1178 5.1005 -0.2 -0.2 0.3
H 17.5583 5.2919 6.4036 -0.1 -0.4 0.4
H 17.2237 5.8162 4.8436 -0.7 0.2 -0.2
C 14.9591 7.1108 9.5388 -1.5 -0.8 0.2
C 13.5519 6.4061 9.5502 1.1 -1.0 -2.6
O 13.4078 5.3047 9.0066 0.4 1.3 1.3
C 12.3325 7.2449 9.8182 0.6 -0.6 -0.2
H 14.7165 8.1734 9.5499 0.7 0.0 0.3
H 15.4853 6.8343 8.6252 -0.3 0.1 -0.2
H 15.6135 6.7567 10.3354 -0.3 0.4 0.3
H 12.3583 7.6056 10.8464 -0.5 0.1 -0.1
H 11.5058 6.6085 9.5025 -0.3 0.2 0.7
H 12.3659 8.0660 9.1022 0.1 0.3 0.2
C 8.3789 5.4917 2.1350 0.9 0.3 -1.5
C 9.3793 6.1175 1.1769 -1.6 -0.5 0.8
N 10.0083 6.6712 0.3924 0.4 -0.1 0.1
H 8.7572 5.6332 3.1475 -0.6 0.0 0.0
H 8.1868 4.4473 1.8891 0.7 -0.2 0.2
H 7.3970 5.8949 1.8870 0.1 0.7 0.6
C 13.1120 2.9621 2.2580 -2.7 -0.6 2.5
C 13.6832 2.4238 0.9940 -1.1 -0.5 0.0
C 12.6196 2.5992 -0.1163 1.8 1.0 -1.0
S 10.9259 2.6800 0.5910 -0.5 -1.8 0.0
O 10.4412 1.3381 0.9167 0.7 2.3 -0.8
O 10.0520 3.7536 0.0287 1.4 -1.6 0.4
C 11.5661 3.4776 2.1423 1.4 1.2 -0.1
H 13.7683 3.6623 2.7749 -0.6 0.7 -0.3
H 12.9764 2.1716 2.9962 0.2 -0.3 0.0
H 13.9063 1.3691 1.1553 0.4 0.2 -0.4
H 14.5534 3.0607 0.8353 0.1 -0.6 -0.9
H 12.7573 1.9368 -0.9710 -0.7 -0.3 0.2
H 12.8335 3.6033 -0.4826 -0.8 0.3 -0.3
H 10.7364 3.1579 2.7728 0.5 -0.3 0.8
H 11.5329 4.5559 1.9867 -0.2 0.0 0.0
C 10.7375 4.8695 6.5591 1.8 -1.4 -0.2
C 9.9013 4.4144 7.7710 -1.0 -0.3 -1.2
C 9.7007 2.8652 7.6773 0.4 0.0 0.4
S 10.7396 2.2004 6.3840 3.3 0.8 -0.8
O 10.1417 2.0673 5.0656 -1.1 0.0 0.3
O 11.6184 1.1242 6.8161 -1.2 0.3 0.1
C 11.7435 3.6872 6.2742 -1.0 0.1 0.8
H 11.3711 5.7270 6.7857 -0.4 0.3 -0.2
H 10.1589 4.9765 5.6415 -0.2 0.4 0.2
H 8.9179 4.8834 7.7403 0.0 0.1 0.0
H 10.3527 4.6935 8.7231 0.2 -0.3 -0.2
H 8.7340 2.4244 7.4340 -0.3 0.5 0.6
H 10.1634 2.5226 8.6028 -0.5 -0.9 -0.1
H 12.2558 3.6555 5.3126 -0.1 0.3 0.0
H 12.4592 3.5574 7.0860 0.1 0.4 0.0
C 4.1894 3.0420 7.5724 -2.1 0.1 -0.9
C 5.5155 2.6291 8.0946 0.8 0.0 -0.4
C 5.2620 1.8050 9.3240 -0.3 -0.5 1.2
S 3.9656 0.6215 8.9335 -0.9 2.3 0.8
O 3.1631 0.4173 10.1425 0.7 0.0 -1.7
O 4.5071 -0.4670 8.1895 0.2 -0.8 -0.4
C 3.2031 1.8581 7.7451 -0.9 -0.2 1.4
H 4.1799 3.3570 6.5290 0.5 -0.3 -0.2
H 3.8165 3.9464 8.0532 -0.2 -0.3 0.5
H 6.0601 3.5380 8.3500 0.5 -0.3 -0.2
H 5.9243 2.0806 7.2460 0.9 -0.2 0.5
H 4.8023 2.4347 10.0857 -0.2 0.2 0.0
H 6.0263 1.2641 9.8821 0.5 0.0 -0.6
H 2.3453 2.2394 8.2991 -0.2 -0.2 0.0
H 2.7870 1.3169 6.8953 0.6 0.1 -0.2
```
Forces are in eV/Å.

Properties
spin multiplicity = 2
total charge = +1
expectation value of S² = 0.76
HOMO (alpha / beta) = -11.8 / -11.8 eV

=====

Entry 6:
The following is a quantum chemistry calculation of 2 unconnected molecules or ions with the total composition C4H7NO2, from OMol25.

```
14
Properties=species:S:1:pos:R:3:forces:R:3
C -0.7899 -1.5442 0.0216 0.0 -0.1 0.0
C -0.4830 -0.1643 -0.4755 0.0 0.1 -0.2
C -1.2586 2.2105 0.9455 -1.0 -0.1 1.1
O -1.9906 1.9811 1.7812 0.8 0.2 -0.9
C 0.7519 0.3727 -0.5048 -0.2 -0.2 0.0
O 0.9842 1.6810 -0.7919 0.1 -0.1 -0.1
N 1.9257 -0.3027 -0.2806 0.2 -0.1 0.1
H -0.1064 -1.8405 0.8285 -0.1 0.0 -0.1
H -1.8033 -1.5882 0.4365 0.2 0.0 -0.1
H -0.7292 -2.3074 -0.7651 0.0 0.0 0.1
H -1.2832 0.3924 -0.9572 0.1 0.0 0.2
H 0.1892 2.1478 -0.4969 0.1 0.2 -0.1
H 1.8737 -1.2829 -0.0495 0.0 0.3 0.0
H 2.7001 0.2209 0.1020 -0.2 -0.1 0.0
```
Forces are in eV/Å.

Properties
spin multiplicity = 1
relative energy (zero: lowest compared OMol25 entry of this formula, charge and spin) = 34.07 kcal/mol
total charge = 0
HOMO = -7.8 eV

=====

Q: What is the total charge in the fourth record?
A: 0

=====

Q: Look up the spin multiplicity of the fourth one.
A: 1